Computed, not measured: C42H64Br2F8N5O9PS2 as an isolated structure at a distorted geometry, with ωB97M-V with the def2-TZVPD basis set.

XYZ file:
```
133
Properties=species:S:1:pos:R:3:forces:R:3:mulliken_charge:R:1
C 1.73757 4.22851 4.45285 -5.5 -3.9 0.3 -0.228
C 0.67540 3.45526 4.63101 6.1 2.1 -1.0 -0.348
C -0.24117 2.11860 4.81829 -0.1 1.5 -0.2 -0.569
C -0.75200 1.54008 3.37974 -1.5 -1.1 -3.1 0.091
C 0.29023 1.13885 2.22334 -1.9 0.0 0.4 -0.491
O 1.68087 1.31991 2.57937 -3.3 -1.1 -0.8 -0.102
C 2.18093 0.21163 3.38631 1.7 -0.8 0.6 0.054
C 3.81629 0.30902 3.35259 0.8 0.2 0.1 -1.000
N 4.45521 -0.73318 2.48574 -1.0 -0.1 1.1 0.145
C 4.25593 -2.12326 3.00304 0.9 -1.4 -0.9 -0.977
C 4.52261 -3.11588 1.72152 0.0 0.2 -0.7 1.240
C 3.19068 -3.87608 1.21119 0.1 -0.3 -1.0 -1.159
O 5.60705 -4.07590 2.02897 -1.1 0.3 -0.8 -0.631
C -0.18623 0.60465 0.78862 -2.0 1.5 2.9 0.521
S 1.18819 0.16076 -0.38345 2.8 -7.5 -0.8 0.859
O 0.79205 -0.93250 -1.38556 -0.1 4.5 2.5 -0.493
O 2.42136 -0.41514 0.33007 -3.7 3.2 -1.1 -0.128
C 1.85129 1.69992 -1.27838 -1.1 2.4 -0.4 0.582
F 1.28988 2.82752 -0.53342 1.4 -2.6 -2.3 -0.258
F 1.44014 1.74373 -2.65577 1.3 0.0 4.1 -0.220
C 3.45992 1.84697 -1.13458 2.8 1.3 -0.4 0.584
F 3.86989 3.02194 -1.89526 -1.3 -3.3 2.1 -0.276
F 4.19145 0.74746 -1.70894 -2.5 3.3 2.1 -0.202
F 3.87303 2.13304 0.22906 -1.4 -1.3 -4.3 -0.190
C -1.74975 0.47781 0.42830 0.6 1.2 3.6 -0.060
C -2.20618 -0.00558 -1.03074 -1.0 -0.4 -1.7 0.514
F -2.05308 -1.43753 -1.24244 -0.2 4.5 0.6 -0.181
F -3.59150 0.26489 -1.34404 3.9 -0.7 1.1 -0.170
F -1.45791 0.76532 -2.02167 -1.8 -2.4 2.6 -0.219
C -2.78850 0.85293 1.58673 3.3 0.3 0.3 -0.814
C -2.27190 1.37653 3.01918 2.6 -0.3 -2.1 0.311
S -3.58408 1.84584 4.28507 0.1 0.5 -2.5 -0.425
C -4.82814 2.71506 3.16546 -1.7 0.6 -2.9 0.025
C -4.99021 1.99012 1.74066 -2.0 3.1 0.6 -0.573
C -5.97308 2.59868 0.67272 0.3 2.8 3.9 0.611
P -6.29889 1.90965 -1.06075 -1.1 -3.8 0.2 0.500
O -6.67146 0.40250 -1.06605 1.1 3.5 0.1 -0.649
C -6.76995 3.91295 1.07908 2.0 -1.3 2.2 -0.689
C -6.63241 4.62366 2.51037 1.8 -2.6 -1.6 -0.030
N -7.49152 5.81500 2.72058 0.4 -2.0 1.1 -0.452
C -8.83995 5.33867 3.22480 -1.7 -0.6 0.0 -0.486
C -9.92808 5.07106 2.05745 -1.1 -0.7 0.9 -0.320
C -10.81488 3.77720 2.54302 -0.4 -0.4 -0.3 -0.627
C -10.07138 2.36380 2.29147 0.0 -0.5 -0.1 -0.543
C -5.61525 4.01800 3.56877 -0.5 -1.2 -2.5 0.918
C -5.40008 4.71794 5.00210 1.4 -0.1 -0.5 -0.496
Br -7.05487 4.67129 6.12848 0.8 -0.6 -0.7 -0.059
C -4.81921 6.24797 4.83165 0.9 -1.0 -1.1 -0.274
C -3.18267 6.25703 4.95628 -1.2 0.8 -0.7 -1.062
Br -5.67367 7.54862 6.11999 1.0 -0.5 -1.2 -0.116
N -4.25768 0.74008 1.42641 0.9 1.0 1.2 0.015
H 2.59215 4.93345 4.11250 -2.2 -1.5 1.0 0.360
H -1.13558 2.47294 5.47899 1.4 -0.8 -1.5 0.393
H 0.29618 1.30906 5.45103 -0.6 1.5 -1.4 0.331
H 1.88991 0.27227 4.49785 0.1 0.2 -1.7 0.009
H 1.77697 -0.77636 2.96160 0.9 1.5 0.5 0.330
H 4.28898 0.20298 4.40738 -1.3 0.3 -1.2 0.369
H 4.17784 1.34755 2.95834 -1.1 -1.8 0.6 0.276
H 5.46867 -0.55478 2.40094 -0.9 -0.1 0.1 0.101
H 3.19057 -2.35460 3.36613 1.6 0.8 -0.5 0.410
H 4.99617 -2.39116 3.86594 -1.2 0.3 -1.4 0.237
H 4.92045 -2.50678 0.80970 -0.8 -0.6 1.9 -0.300
H 3.06332 -3.69920 0.06316 0.2 -0.2 2.1 0.214
H 2.20880 -3.51298 1.69163 1.6 -0.6 -0.6 0.200
H 3.31667 -5.02790 1.32499 -0.3 2.0 0.1 0.343
H 5.77639 -4.56847 1.18954 -0.2 0.6 1.0 0.323
H -5.18450 2.23075 -1.94059 -0.7 0.1 0.9 0.090
H -7.43654 2.61517 -1.63705 1.0 0.3 0.7 0.061
H -7.50865 4.37571 0.30785 1.6 -0.9 1.6 0.142
H -7.13837 6.43402 3.46978 0.2 -0.7 -0.6 0.417
H -9.32178 6.11702 3.94661 1.2 -1.2 -1.3 0.359
H -8.74537 4.34202 3.82765 0.0 1.8 -1.1 0.165
H -10.68333 5.94699 1.99943 1.5 -1.2 -0.1 0.329
H -9.47604 4.88335 1.01339 -0.7 0.3 1.8 0.077
H -11.09869 3.85101 3.67374 0.6 0.2 -2.0 0.276
H -11.82997 3.72484 1.97127 1.8 0.3 1.0 0.351
H -10.53319 1.78375 1.39602 0.8 1.1 1.5 0.297
H -8.95813 2.51174 2.04441 -1.6 -0.2 0.5 -0.023
H -10.14413 1.64083 3.20243 0.1 1.4 -1.5 0.240
H -4.58950 4.14424 5.61547 -1.7 0.9 -1.2 0.320
H -5.04100 6.56001 3.73285 0.2 -0.2 2.2 0.452
H -2.79250 5.54550 4.12921 -0.5 1.0 1.6 0.248
H -2.81372 5.99397 6.01269 -0.6 0.3 -1.7 0.327
H -2.87363 7.34369 4.66661 -0.3 -2.0 0.7 0.375
H -4.58904 -0.01739 2.07157 0.3 0.8 -0.8 0.416
C -2.83212 -6.67337 -5.69351 0.1 0.2 -0.2 -0.725
O -2.65914 -5.44050 -6.37680 -0.2 -0.2 0.4 -0.348
C -3.12860 -4.31845 -5.62398 0.3 0.5 -0.3 -0.798
C -1.95830 -3.39429 -5.27888 -0.1 -0.7 0.1 -0.263
N -1.07162 -4.02093 -4.29723 -0.1 0.2 -0.2 -0.239
C 0.18310 -3.29131 -4.09709 0.1 -0.3 0.0 -0.280
C 1.16452 -3.25113 -5.28068 0.2 0.1 0.5 -0.657
O 1.71866 -4.52290 -5.60888 -0.3 0.3 -0.3 -0.420
C 0.95170 -5.27745 -6.53555 0.3 -0.2 0.2 -0.547
H -2.51759 -7.47771 -6.35995 0.0 0.1 0.0 0.241
H -2.21144 -6.70531 -4.79354 -0.1 -0.1 0.1 0.310
H -3.88296 -6.82607 -5.43030 0.0 -0.1 0.1 0.346
H -3.67420 -4.62399 -4.72229 0.2 -0.1 -0.1 0.411
H -3.82850 -3.77463 -6.26697 0.0 0.0 0.1 0.388
H -2.34641 -2.45654 -4.87170 0.0 0.0 0.0 0.378
H -1.42007 -3.17430 -6.20875 -0.2 0.1 -0.1 0.211
H -0.85058 -4.96322 -4.60470 -0.1 0.2 0.0 0.087
H 0.69253 -3.77161 -3.25489 0.1 0.1 -0.1 0.324
H -0.04391 -2.26684 -3.78178 0.0 -0.1 -0.1 0.120
H 2.01251 -2.62963 -4.97360 0.0 -0.1 0.0 0.356
H 0.73983 -2.76352 -6.16485 -0.1 -0.2 -0.1 0.359
H 0.41282 -4.64491 -7.24639 -0.1 0.0 0.1 0.276
H 0.25650 -5.93169 -6.00572 -0.2 0.0 -0.2 0.182
H 1.63655 -5.91827 -7.09672 0.0 0.1 0.1 0.287
C 7.91387 -0.90484 0.52161 -0.2 -0.3 -0.1 -0.929
O 7.15535 -1.55691 -0.48596 0.2 0.4 0.1 -0.134
C 6.89815 -0.71942 -1.61753 -0.2 -0.5 -0.5 -0.559
C 7.58382 -1.29461 -2.85918 0.3 0.1 0.6 -0.315
N 9.03872 -1.16553 -2.75792 -0.2 -0.1 -0.2 -0.332
C 9.76189 -1.89845 -3.79990 0.2 -0.1 0.4 -0.682
C 9.67766 -3.43386 -3.76124 0.4 0.2 -0.3 -0.482
O 10.31403 -4.01350 -2.62559 -0.5 0.1 -0.2 -0.435
C 9.47806 -4.14309 -1.48486 0.4 -0.1 0.1 -0.529
H 8.00286 -1.58317 1.37168 -0.1 0.0 -0.1 0.254
H 8.91820 -0.67110 0.15713 0.0 0.2 0.1 0.391
H 7.41240 0.00982 0.85273 0.1 0.1 0.0 0.303
H 7.20091 0.32046 -1.44072 0.1 -0.2 0.0 0.393
H 5.81661 -0.72687 -1.77808 0.2 0.0 0.0 0.166
H 7.23224 -0.76037 -3.74614 0.0 0.0 0.0 0.419
H 7.28929 -2.34728 -2.94667 -0.3 0.0 0.0 0.178
H 9.33966 -1.51283 -1.85235 -0.1 0.1 -0.1 0.109
H 10.81634 -1.61787 -3.70438 -0.1 -0.1 -0.1 0.364
H 9.43178 -1.54384 -4.78274 -0.1 -0.1 0.1 0.402
H 10.22792 -3.80777 -4.63133 0.0 0.0 0.1 0.358
H 8.65266 -3.80333 -3.87307 0.0 0.0 0.2 0.336
H 8.43082 -4.31263 -1.75019 0.0 0.1 0.0 0.276
H 9.57089 -3.26194 -0.84688 -0.3 0.0 0.1 0.150
H 9.82886 -5.00111 -0.90595 0.0 0.0 -0.1 0.333
```
Forces are in eV/Å.

Strongest force on any atom, eV/A: 8.0
LUMO level, eV: -1.9